Entry 1:
48
Properties=species:S:1:pos:R:3:lowdin_charge:R:1 method="wB97M-V/def2-TZVPD" multiplicity=1 smiles=CC#N.CC#N.CC#N.CC#N.CC#N.CC#N.CC#N.CC#N total_charge=0 e_tot_ha=-1062.03414 orbital_gap_ev=11.45 relative_energy_kcal_mol=16.4 homo_ev=-11.27
C 0.09 4.29 -2.28 -0.058
C -0.05 -5.14 -1.26 -0.096
H -2.78 3.25 2.92 0.084
H 1.81 1.53 -3.30 0.079
H -3.04 -1.31 -3.27 0.076
C 1.82 0.04 -1.78 -0.283
H 0.10 0.20 0.56 0.018
C 1.25 0.66 -2.98 -0.074
H -0.68 -5.24 -2.14 0.078
H -1.23 -0.30 1.50 0.072
H 1.31 -0.08 -3.78 0.085
C -2.27 -1.24 -4.03 -0.080
H -1.39 4.09 2.20 0.087
C -0.82 -5.21 -0.03 -0.299
N -1.47 -5.27 0.91 0.126
H 0.46 -3.54 4.87 0.083
N -0.28 2.60 -0.35 0.187
H 0.79 -5.85 -1.27 0.081
C -0.84 -1.42 -0.27 -0.245
C -1.91 3.13 2.27 -0.076
C -1.85 0.10 -4.42 -0.292
H 0.67 -1.85 5.36 0.086
H 0.76 3.98 -3.09 0.080
H 2.91 2.77 1.07 0.075
C -1.17 -2.18 4.47 -0.297
H 0.31 -1.27 1.50 0.071
H 0.48 5.25 -1.96 0.087
C 2.79 2.13 1.94 -0.097
C 0.24 -2.51 4.60 -0.064
H 2.12 1.32 1.67 0.041
C -0.88 2.28 2.83 -0.291
H 2.44 2.69 2.79 0.066
N -1.19 -1.98 -1.20 0.158
N 5.11 1.16 2.62 0.118
N 2.27 -0.44 -0.86 0.158
H 0.61 -2.35 3.58 0.067
N -2.27 -1.88 4.31 0.125
H 0.58 -4.25 -1.31 0.067
H -2.61 -1.70 -4.96 0.084
H -0.85 4.51 -2.80 0.091
C -0.15 3.34 -1.22 -0.235
H 0.21 0.86 -2.72 0.041
N -0.05 1.66 3.30 0.157
H -2.18 2.80 1.27 0.053
H -1.34 -1.73 -3.74 0.053
C -0.40 -0.69 0.92 -0.083
C 4.11 1.59 2.28 -0.289
N -1.51 1.15 -4.71 0.126

---

Entry 2:
45
Properties=species:S:1:pos:R:3:lowdin_charge:R:1 method="wB97M-V/def2-TZVPD" multiplicity=1 smiles=COC(C[C@H]1O[C@@H]1[C@@H](O)[C@H](C)OCc1ccccc1)OC total_charge=0 e_tot_ha=-1000.19954 orbital_gap_ev=9.95 relative_energy_kcal_mol=29.5 homo_ev=-9.17
H -1.07 1.43 -1.93 0.091
C -6.11 2.76 2.94 -0.097
H 3.93 -0.92 -2.55 0.168
H -3.95 2.58 0.35 0.111
C 5.90 -2.89 -0.84 -0.088
C 2.06 -0.73 -0.70 -0.237
H -2.61 -0.30 1.92 0.132
H 2.34 0.24 -0.30 0.154
C 5.80 0.57 -1.70 -0.076
H 6.23 1.32 -1.04 0.091
H -0.64 1.62 0.45 0.104
H -6.82 3.44 3.40 0.099
H -6.44 1.19 4.36 0.101
C -1.72 -0.16 -0.64 -0.329
C 0.65 -1.11 -0.60 -0.204
H 6.22 -2.15 -0.11 0.094
O 0.13 1.04 0.35 0.005
O -2.60 0.68 0.09 -0.136
C -4.28 1.03 1.77 -0.193
C -5.41 3.15 1.81 -0.081
C -0.37 -0.25 0.12 -0.290
C -1.56 0.46 -2.02 -0.005
C 3.16 -1.76 -0.71 -0.047
H -0.56 -0.75 1.09 0.149
C -5.90 1.50 3.48 -0.089
H -0.95 -0.18 -2.65 0.081
H 3.52 -1.92 0.31 0.133
H 0.40 -2.17 -0.58 0.158
H 6.76 -3.40 -1.26 0.091
O 4.94 -0.20 -0.90 -0.133
H 5.24 1.07 -2.50 0.094
H -5.57 4.13 1.39 0.102
H -4.82 -0.34 3.32 0.113
C -4.50 2.29 1.23 -0.029
H 2.80 -2.70 -1.13 0.137
H -2.15 -1.17 -0.72 0.155
H 5.25 -3.63 -0.36 0.086
O 1.21 -0.67 -1.81 0.020
O 5.24 -2.27 -1.93 -0.125
H -3.85 -0.81 0.76 0.140
C -3.30 0.06 1.15 -0.161
H 6.59 -0.04 -2.14 0.092
C -4.99 0.64 2.90 -0.050
C 4.32 -1.26 -1.58 -0.416
H -2.54 0.59 -2.47 0.086

---

Entry 3:
50
Properties=species:S:1:pos:R:3:lowdin_charge:R:1 method="wB97M-V/def2-TZVPD" multiplicity=1 smiles="COC(=O)CC[P@@](=O)(O)Cc1ccccc1C[P@](=O)(O)CCC(=O)OC" total_charge=0 e_tot_ha=-1908.93777 orbital_gap_ev=9.70 relative_energy_kcal_mol=0.0 homo_ev=-8.99
H 1.04 1.99 -0.06 0.018
H -1.65 1.93 3.93 0.097
O -0.03 -1.39 -4.29 0.091
H -2.16 1.46 0.52 0.094
H -1.87 -4.26 -0.95 0.102
H 3.01 -1.56 -3.82 0.132
C 0.10 -3.96 -4.92 -0.041
C 0.44 2.03 4.45 -0.126
H -2.74 -3.90 1.34 0.102
C -2.41 -1.79 1.28 -0.044
H 0.31 2.15 5.53 0.130
C -0.76 1.30 3.85 -0.211
C 2.12 -1.42 -3.21 -0.124
O 1.78 3.74 3.54 -0.036
C -1.44 -0.90 -0.73 -0.231
O 1.34 1.76 -0.98 -0.164
H -0.18 -3.40 -5.81 0.097
H -2.78 0.66 1.96 0.096
H -0.78 -4.07 -4.28 0.093
H -1.06 -2.34 -2.25 0.093
O 0.45 -0.33 2.16 -0.141
H 0.50 -4.94 -5.19 0.095
O -0.43 4.11 3.60 0.105
C 1.97 4.97 2.86 -0.042
C 0.52 3.40 3.81 -0.561
C -0.86 0.19 -1.57 -0.137
C -1.89 -3.27 -0.52 -0.071
H 1.52 4.90 1.87 0.098
P 0.98 0.25 -1.30 0.622
H 3.04 5.12 2.79 0.093
H 1.36 1.49 4.26 0.122
H 2.26 -1.98 -2.28 0.120
H -0.93 0.34 4.34 0.100
C -1.44 -2.19 -1.25 -0.031
C -1.95 -0.70 0.55 -0.241
C -2.38 -3.07 0.76 -0.076
H 0.90 -0.53 1.30 0.029
H -1.03 -0.02 -2.63 0.087
C 0.95 -2.00 -3.96 -0.519
C 1.90 0.05 -2.88 -0.203
H 1.39 0.57 -3.69 0.102
H -1.26 1.17 -1.34 0.092
O 1.14 -3.29 -4.22 -0.030
H -2.79 -1.63 2.28 0.113
O 0.36 2.11 1.42 -0.281
O 1.43 -0.70 -0.26 -0.285
C -1.99 0.64 1.22 -0.151
H 2.86 0.55 -2.70 0.101
H 1.50 5.79 3.41 0.094
P -0.38 1.01 2.08 0.626

---

Entry 4:
58
Properties=species:S:1:pos:R:3:lowdin_charge:R:1 method="wB97M-V/def2-TZVPD" multiplicity=6 total_charge=-2 e_tot_ha=-7502.49261 orbital_gap_ev="3.86 / 5.28" relative_energy_kcal_mol=31.0 homo_ev="-0.05 / -2.20"
F -4.45 3.72 2.53 0.083
C 0.10 -2.75 -5.17 -0.256
Sb 3.52 2.16 -1.49 0.132
H -0.47 -3.60 -4.77 -0.002
H -1.94 -4.75 -1.35 0.015
H -2.30 -1.89 0.62 0.015
C 2.80 1.55 7.19 -0.454
C -1.17 -4.01 -1.60 -0.244
F 0.81 -1.11 3.89 0.120
F -3.06 3.74 4.17 0.053
H 1.52 0.49 -4.83 -0.001
H -0.65 -4.36 -2.49 -0.005
H 2.75 1.37 8.25 0.049
C -2.21 3.23 1.98 -0.177
H -1.83 0.26 0.37 0.046
H 2.41 -0.86 -5.56 0.012
H -4.00 -1.79 -3.28 0.013
H 2.76 -3.31 -3.53 0.019
C -2.52 1.92 1.50 -0.047
H 3.05 3.69 7.06 0.091
S 2.62 0.27 6.06 0.942
C -0.91 3.72 1.67 -0.046
H -0.57 4.68 2.04 0.102
H -2.94 -2.91 -4.11 0.002
S 1.47 2.74 -2.46 -0.132
Si -2.03 -2.34 -1.85 0.149
N -0.38 1.74 0.39 -0.111
H 1.50 -3.72 -2.35 -0.006
Te 2.85 0.83 2.66 1.237
H 3.00 3.44 4.45 0.096
B 1.37 -0.75 2.74 -1.021
H -0.59 -2.14 -5.76 0.014
C 2.03 -2.89 -2.83 -0.236
C -3.38 -2.67 -3.14 -0.260
H 0.86 -3.15 -5.85 0.010
H 2.57 -2.33 -2.06 -0.034
C 2.91 2.61 5.14 -0.264
C 2.94 2.74 6.55 -0.219
H -3.59 -1.11 -0.30 0.019
Co 0.72 0.96 -1.12 -0.121
Si 0.89 -1.71 -3.79 0.139
F -2.98 5.33 2.72 0.086
C -3.14 3.98 2.81 -0.572
H 2.88 -0.22 -3.98 -0.001
As -0.74 -0.56 -2.61 0.659
S 2.84 0.08 -0.59 -0.142
H -0.45 -3.98 -0.78 0.022
S 4.17 3.56 0.19 -0.320
C 2.74 1.31 4.72 -0.916
H -3.46 1.44 1.73 0.099
C -0.06 2.98 0.91 -0.185
H 0.93 3.35 0.67 0.065
H -3.61 -2.86 -0.05 0.018
C 2.03 -0.45 -4.63 -0.251
F 0.98 -1.39 1.65 0.128
H -4.02 -3.51 -2.84 0.012
C -1.61 1.25 0.74 -0.176
C -2.96 -2.00 -0.23 -0.250

---

Entry 5:
55
Properties=species:S:1:pos:R:3:lowdin_charge:R:1 method="wB97M-V/def2-TZVPD" multiplicity=1 total_charge=+2 e_tot_ha=-4152.75970 orbital_gap_ev="7.81 / 7.84" relative_energy_kcal_mol=2.0 homo_ev="-14.70 / -14.76"
H -0.78 -1.27 -3.09 0.127
H 0.16 -3.70 2.64 0.128
O -2.60 0.91 -2.63 -0.132
C 2.77 -0.88 3.11 -0.063
C 0.53 1.82 -2.91 -0.075
H 1.55 1.90 1.68 0.121
H -1.58 -1.60 1.34 0.136
H -1.17 0.05 3.11 0.156
H 0.57 3.88 0.60 0.161
C -0.69 -0.28 -3.53 -0.067
C 2.12 -1.42 4.22 -0.029
H -0.06 -0.34 -4.42 0.156
H -3.10 -0.69 1.52 0.157
H -1.07 3.19 0.65 0.151
O 0.40 -4.17 0.20 -0.215
O 2.35 -2.86 -0.66 -0.264
H 4.56 1.36 0.81 0.082
H 0.15 2.37 2.69 0.159
O 0.25 2.22 -0.62 -0.280
C -2.02 0.40 -3.82 -0.145
H 3.53 -0.12 3.25 0.116
O 4.75 -1.12 -0.42 -0.334
H -2.68 -0.31 -4.33 0.150
H -3.52 -1.47 -0.44 0.146
W 0.29 0.12 -0.51 1.785
C 0.46 2.04 1.70 -0.072
C 0.87 -2.89 2.79 -0.031
O 0.03 0.50 -2.52 -0.307
C -1.37 0.42 2.10 -0.074
H -2.17 -1.65 -1.55 0.123
C 2.47 -1.35 1.84 -0.255
H 0.49 3.77 -2.00 0.160
C 1.18 -2.42 4.06 -0.026
H -1.88 1.25 -4.48 0.139
H 0.19 2.04 -3.92 0.153
O -0.11 0.71 1.43 -0.297
C 1.51 -2.35 1.69 -0.288
C -3.50 0.06 -1.94 -0.139
As 3.46 -0.59 0.37 1.042
C -0.02 2.81 -1.93 -0.068
C -2.79 -0.92 -1.04 -0.096
H 0.70 -2.86 4.92 0.126
O -1.92 -0.16 -0.12 -0.264
H -4.14 -0.49 -2.64 0.149
H -1.96 1.34 2.13 0.149
O 0.17 -1.88 -0.52 -0.483
H -4.14 0.71 -1.35 0.145
H -1.10 2.94 -2.03 0.145
C -0.01 2.96 0.60 -0.073
O 3.69 1.02 1.04 -0.236
S 1.13 -2.97 0.08 0.571
H 1.62 1.75 -2.88 0.153
H 2.38 -1.07 5.21 0.125
O 2.08 -0.07 -0.73 -0.475
C -2.05 -0.62 1.25 -0.122

---

Entry 6:
58
Properties=species:S:1:pos:R:3:lowdin_charge:R:1 method="wB97M-V/def2-TZVPD" multiplicity=2 total_charge=0 e_tot_ha=-2826.92985 orbital_gap_ev="6.70 / 7.64" homo_ev="-7.57 / -7.97"
H -3.12 4.35 0.37 0.033
H 0.78 4.32 -0.96 0.047
C -4.00 -1.36 0.15 -0.043
Si -1.04 2.98 -0.01 0.460
C 0.48 -3.46 -0.35 -0.172
H -6.08 1.30 0.33 0.102
H -0.55 4.37 1.96 0.036
H 1.12 2.62 -1.30 0.002
H -2.01 -4.87 -1.52 0.040
C -3.97 1.43 0.10 -0.029
H -1.12 2.78 2.46 0.039
H -1.52 -4.73 1.74 0.037
H -0.11 3.49 -2.24 0.028
F 0.63 -1.41 -5.33 0.168
C -2.79 -0.68 0.00 -0.298
H -6.12 -1.18 0.38 0.103
C -5.16 0.75 0.23 -0.086
C -0.48 3.30 1.74 -0.163
C -1.79 -3.67 1.64 -0.160
F -1.99 -0.48 -3.00 0.171
C 0.32 3.36 -1.24 -0.176
H -2.14 -3.33 -2.37 0.025
H 1.09 1.10 -5.05 0.105
H 0.56 2.99 1.92 0.018
H 1.08 1.95 -3.49 0.074
H -1.91 5.15 -0.64 0.040
Cl 1.93 0.14 1.45 0.696
H 2.29 0.70 -3.81 0.108
N -1.53 -1.26 -0.09 -0.194
C -5.18 -0.65 0.26 -0.086
O 2.84 0.33 2.49 -0.205
H 1.10 -3.30 0.53 0.023
F 1.91 -1.79 -3.64 0.166
H -3.97 2.51 0.09 0.069
H -2.86 -3.58 1.86 0.026
H 0.92 -2.92 -1.19 0.014
O 2.09 -1.10 0.72 -0.335
F -1.36 1.57 -3.16 0.147
C -2.41 4.19 -0.44 -0.184
C -1.14 0.33 -3.62 -0.562
O 0.51 0.11 1.90 -0.399
Re -0.02 -0.04 -0.23 1.509
C -2.77 0.72 -0.02 -0.287
H 0.52 -4.53 -0.60 0.045
H -3.40 -3.83 -1.24 0.024
O 0.55 -0.19 -2.02 -0.263
C 0.34 -0.05 -3.38 -0.397
N -1.49 1.25 -0.13 -0.194
F -1.43 0.33 -4.93 0.172
H -1.25 -3.11 2.41 0.037
H -4.02 -2.44 0.19 0.076
C 1.26 1.00 -3.98 0.039
C -2.33 -3.83 -1.42 -0.155
C 0.67 -1.43 -4.00 -0.570
Si -1.32 -3.04 -0.05 0.454
O 1.92 1.21 0.46 -0.375
F -0.16 -2.39 -3.58 0.159
H -2.95 3.91 -1.34 0.041

---

Entry 7:
52
Properties=species:S:1:pos:R:3:lowdin_charge:R:1 method="wB97M-V/def2-TZVPD" multiplicity=3 total_charge=+3 e_tot_ha=-2501.33809 orbital_gap_ev="5.16 / 4.84" relative_energy_kcal_mol=0.0 homo_ev="-17.03 / -17.02"
C 2.69 -1.10 -0.06 -0.276
H -1.74 -2.64 6.44 0.132
H -3.77 0.85 -2.58 0.088
H -2.13 1.45 -2.98 0.028
I 0.16 -2.65 -1.98 0.474
H 3.30 1.45 1.06 0.045
C -0.02 -0.30 3.89 -0.226
C -0.50 -0.88 6.17 0.007
C 3.53 0.36 -2.54 -0.194
C -0.74 -1.40 3.44 -0.143
H -2.70 -1.99 0.16 0.028
H -3.89 1.26 0.14 0.080
C -3.16 -1.39 -0.64 -0.222
C -1.25 -1.99 5.71 -0.001
H 4.46 1.75 -0.30 0.090
H 0.04 1.55 -7.00 0.173
O 0.28 2.30 -4.09 0.329
O 0.09 1.87 2.39 -0.261
H -0.83 0.19 -6.18 0.149
S 0.72 0.59 2.57 0.698
H -1.89 -3.14 3.95 0.139
C 0.16 1.44 -4.87 0.074
H -2.47 2.32 -0.21 0.061
H 1.68 -1.58 0.19 -0.031
O 0.09 2.77 -1.20 0.136
C 3.40 1.70 0.00 -0.161
N 0.09 -0.55 1.40 -0.226
C -0.62 -1.60 1.99 -0.468
C 0.13 -0.03 5.25 0.002
H -2.56 -0.24 -3.33 0.048
C -2.70 0.59 -2.63 -0.227
C -1.36 -2.27 4.34 0.044
H 4.59 0.14 -2.32 0.094
Mo 0.41 -0.33 -0.65 0.762
H -2.41 1.18 1.14 0.053
O -1.09 -2.54 1.32 0.000
H -4.16 -1.04 -0.34 0.084
H 0.74 0.82 5.57 0.138
H 3.18 -0.89 0.90 0.082
H -3.22 -2.02 -1.54 0.057
H 3.27 -1.81 -0.66 0.087
H 2.92 2.67 -0.20 0.072
O 2.16 0.51 2.66 -0.278
C 0.09 0.81 -6.17 0.093
H -0.40 -0.70 7.24 0.134
C -2.79 1.33 0.13 -0.202
H 1.00 0.17 -6.28 0.153
C 0.20 1.59 -1.05 -0.360
P -2.11 0.05 -0.99 0.748
P 2.56 0.44 -1.02 0.770
H 3.11 -0.42 -3.20 0.052
H 3.46 1.34 -3.04 0.071

---

Entry 8:
45
Properties=species:S:1:pos:R:3:lowdin_charge:R:1 method="wB97M-V/def2-TZVPD" multiplicity=1 smiles="CN1C[C@@H]2CCC[C@@]3(C1)C(=O)NC1(CCCCC1)N=C23" total_charge=0 e_tot_ha=-864.22225 orbital_gap_ev=9.13 relative_energy_kcal_mol=3.8 homo_ev=-8.31
C 3.73 -1.22 0.39 -0.195
C -0.03 -0.63 -1.73 -0.431
C -2.40 -1.07 -1.01 -0.098
O -0.16 -1.16 -2.82 0.069
H -2.44 -2.93 1.76 0.088
C -2.03 0.61 1.29 -0.205
H -3.66 1.42 -0.94 0.101
H 1.95 -0.91 -1.66 0.143
H -1.73 0.72 2.33 0.143
H -0.98 -2.13 1.14 0.081
C -1.96 -2.53 0.86 -0.070
H 3.59 0.76 -1.53 0.110
N -2.85 -1.55 0.27 -0.207
C -0.84 0.21 0.48 -0.229
H -3.32 2.35 1.28 0.117
H -4.07 0.03 0.77 0.120
C 3.66 1.12 -0.50 -0.195
H 1.69 2.01 -0.54 0.114
H 4.17 2.08 -0.52 0.111
H -3.40 -0.86 2.14 0.120
H 2.33 1.73 1.09 0.122
H 4.57 0.51 1.35 0.115
H -1.87 1.17 -2.59 0.131
H -0.71 1.95 -1.51 0.124
C -2.73 1.96 -0.76 -0.176
C -1.59 1.30 -1.54 -0.099
C -1.21 -0.07 -0.95 -0.254
C 2.26 1.31 0.08 -0.115
H -2.87 2.98 -1.12 0.116
H 1.79 -2.01 0.95 0.117
C 1.48 -0.01 0.19 -0.478
C -3.16 -0.45 1.16 -0.133
H -2.11 -1.93 -1.63 0.126
C 4.45 0.12 0.34 -0.203
C -2.44 1.99 0.74 -0.143
H -1.62 2.69 0.94 0.120
H -1.82 -3.34 0.15 0.092
H 3.68 -1.65 -0.61 0.107
N 0.32 0.25 0.97 0.198
C 2.32 -1.05 0.96 -0.117
H 5.45 -0.01 -0.08 0.109
H 4.28 -1.92 1.03 0.111
H 2.37 -0.71 2.00 0.122
N 1.17 -0.52 -1.14 0.190
H -3.26 -0.60 -1.51 0.127

---

Entry 9:
48
Properties=species:S:1:pos:R:3:lowdin_charge:R:1 method="wB97M-V/def2-TZVPD" multiplicity=1 total_charge=0 e_tot_ha=-1412.24881 orbital_gap_ev=7.97 relative_energy_kcal_mol=432.9 homo_ev=-7.54
H 0.96 -2.38 -1.92 0.144
N 2.61 0.11 -0.35 -0.112
H 1.53 -3.40 0.33 0.177
C 1.73 -2.28 0.27 -0.491
S 2.52 1.56 2.08 0.486
C 1.87 -2.19 -1.25 -0.009
N 1.41 1.96 -0.12 -0.055
C -2.42 0.08 2.85 -0.460
O -1.39 -0.31 2.52 0.099
C 1.91 -0.52 -1.30 -0.203
O -0.76 1.29 -1.39 -0.169
H 4.14 -0.01 1.11 0.107
C -3.52 -0.28 2.41 0.002
C 3.69 -0.83 0.33 -0.102
C -0.76 -1.92 0.61 -0.305
H 2.75 -1.95 2.01 0.142
H -2.23 0.84 3.85 0.216
C -1.48 0.79 -2.52 -0.188
H 2.78 -2.36 -1.67 0.060
H -2.12 1.55 -2.98 0.112
C 0.58 2.97 0.39 -0.306
C -2.94 -1.05 1.17 0.023
H 4.31 -1.14 -0.45 0.092
C -1.53 2.12 -0.58 -0.324
H 0.88 -0.96 1.55 0.196
H -0.99 0.44 -3.26 0.046
H -3.64 -1.50 0.27 0.193
H 0.52 3.96 -0.32 0.166
H 1.12 3.40 1.53 0.138
C 2.89 -1.92 0.88 -0.221
H -3.42 0.06 -1.57 -0.011
H -3.01 -0.60 -3.20 0.101
H -2.69 1.83 0.01 0.203
C -0.71 2.30 0.52 -0.272
H 2.56 -0.14 -2.38 0.180
H -1.41 3.32 1.38 0.224
H -4.57 -0.04 2.71 0.126
C 2.15 1.18 0.30 -0.782
H -1.86 3.02 -1.11 0.127
N 0.58 -1.67 0.71 0.106
H 3.72 -3.04 0.83 0.224
H -0.50 1.49 1.42 0.148
H -2.16 -1.25 -1.73 0.106
O -0.99 -2.79 -0.37 -0.044
C -2.67 -0.23 -2.16 -0.049
H 1.02 -0.11 -1.41 0.023
C -1.71 -1.22 1.39 -0.161
H 1.24 1.84 -1.40 0.297